57
Properties=species:S:1:pos:R:3:forces:R:3 method="wB97M-V/def2-TZVPD" lumo_ev=-0.28 homo_lumo_gap_ev=7.55
Bi -0.16085 -1.16843 -1.31975 -0.1 0.0 0.1
S -0.08960 3.55432 -2.88789 -0.1 -0.3 -0.1
Sb -0.84762 1.53026 -3.49629 0.1 0.0 0.0
S -2.01422 0.43826 -1.56399 -0.1 0.2 -0.2
S 0.98312 -0.12138 -3.25070 -0.1 0.1 -0.2
S -1.96454 1.03089 -5.38693 0.1 0.3 0.2
C -0.06178 2.83059 0.82414 -0.1 0.0 -0.1
C -0.08211 1.74597 1.90389 0.1 -0.2 -0.1
C 0.62922 2.28302 3.14709 0.0 0.0 -0.1
C -1.52839 1.37159 2.23290 0.0 0.0 0.0
P 0.77529 0.26436 1.10425 0.2 0.0 0.4
C 2.50781 0.81444 0.92859 -0.1 0.0 -0.1
C 2.86484 1.31341 -0.32550 0.0 0.0 0.0
C 4.13964 1.81417 -0.55463 0.0 0.0 0.0
C 5.07731 1.81207 0.46591 0.0 0.0 0.0
C 4.73391 1.32016 1.71871 0.0 0.0 0.1
C 3.45788 0.83187 1.95271 0.0 0.0 -0.1
C 0.75728 -1.24793 2.24506 0.0 0.2 -0.1
C 0.87356 -0.97203 3.74639 0.0 0.0 0.0
C -0.58115 -1.98344 2.00403 0.0 0.0 0.0
C 1.91424 -2.15378 1.80169 -0.1 0.0 0.1
H -0.57968 3.71937 1.19750 0.0 0.0 0.0
H -0.57235 2.51420 -0.08462 0.0 0.0 0.0
H 0.95463 3.12271 0.55946 0.0 0.0 0.0
H 0.12820 3.20885 3.44550 0.0 0.0 0.0
H 1.66956 2.52873 2.93520 0.0 0.0 0.0
H 0.59087 1.60023 3.99199 0.0 0.0 0.0
H -2.06612 2.26929 2.55150 0.0 0.0 0.0
H -1.58836 0.64140 3.04247 0.0 0.0 0.0
H -2.04341 0.97580 1.35702 0.0 0.0 0.0
H 2.13971 1.32475 -1.13119 0.0 0.0 0.0
H 4.39275 2.20458 -1.53204 0.0 0.0 0.0
H 6.07419 2.19696 0.29003 0.0 0.0 0.0
H 5.46218 1.32136 2.52059 0.0 0.0 0.0
H 3.21293 0.46825 2.94038 0.0 0.0 0.0
H -0.01159 -0.46350 4.12624 0.0 0.0 0.0
H 1.74828 -0.38050 4.00711 0.0 0.0 0.0
H 0.95512 -1.92973 4.26950 0.0 0.0 0.0
H -1.41411 -1.30001 1.82462 0.0 0.0 0.0
H -0.83364 -2.58275 2.88197 0.0 0.0 0.0
H -0.52355 -2.67316 1.15966 0.0 0.0 0.0
H 2.87736 -1.77585 2.13967 0.0 0.0 0.0
H 1.96116 -2.25516 0.71446 0.0 0.0 0.0
H 1.76903 -3.15408 2.21954 0.0 0.0 0.0
C -2.07730 -2.41899 -5.03088 0.1 -0.1 -0.1
N -3.23286 -2.18220 -4.17947 0.0 0.1 0.0
C -4.38914 -1.53484 -4.58306 0.2 0.0 -0.1
C -5.18699 -1.42482 -3.50688 0.0 0.0 0.1
N -4.50313 -2.00876 -2.45854 -0.1 0.1 0.0
C -3.30271 -2.46002 -2.86442 0.0 0.0 -0.2
S -2.16007 -3.26693 -1.89154 0.1 -0.1 0.0
H -2.41354 -2.79956 -5.99328 0.0 0.0 0.0
H -1.43520 -3.14930 -4.55007 0.0 -0.1 0.0
H -1.54017 -1.48183 -5.17835 0.0 0.0 0.0
H -4.51545 -1.18534 -5.59137 0.0 0.0 0.0
H -6.15604 -0.97444 -3.39631 0.0 0.0 0.0
H -4.77440 -2.00311 -1.49206 0.0 -0.1 0.0

61
Properties=species:S:1:pos:R:3:forces:R:3 method="wB97M-V/def2-TZVPD" e_above_lowest_ev=0.000 lumo_ev="2.21 / 2.21" homo_lumo_gap_ev="5.75 / 5.75" spin_multiplicity=3 charge=-1
Mo -0.05776 2.90815 2.01093 1.7 1.2 0.0
C -1.05092 2.01259 -1.08682 2.1 -2.2 -0.3
C -0.60539 2.14135 -2.61786 -2.0 -2.3 0.7
N 0.60189 2.77850 -2.96739 2.2 -1.4 1.4
C 1.93403 2.08366 -3.25461 -1.6 2.7 -0.2
C 2.95735 2.84919 -2.44927 0.3 -1.4 1.3
N 2.78628 2.70346 -0.99540 -0.9 -3.6 -1.0
C 2.58263 1.32021 -0.30980 1.8 3.0 -2.4
C 1.19327 0.86739 -0.27436 -1.5 -2.0 1.0
N 0.23527 1.90399 -0.17058 -3.5 3.0 -0.3
H -1.65329 2.79778 -0.65109 0.3 0.6 -0.3
H -1.69835 1.13034 -1.13901 0.3 -0.2 0.8
H -0.72263 1.13489 -3.15732 0.2 0.8 1.1
H -1.47075 2.69449 -2.97068 0.1 0.5 -0.7
H 0.37396 3.30470 -3.71564 -0.3 2.4 -2.8
H 1.89094 1.08793 -3.03010 -0.3 -2.7 1.3
H 2.26216 2.00992 -4.32440 -0.6 0.8 0.5
H 3.90781 2.47293 -2.81903 0.8 0.0 0.2
H 2.87046 3.86767 -2.72994 0.0 1.1 -0.1
H 2.93901 3.38759 -0.32926 0.6 1.8 0.6
H 3.13780 0.57723 -0.88246 0.5 0.0 0.5
H 2.93519 1.46719 0.70301 0.4 -0.2 0.1
H 0.90072 0.11129 -0.97821 0.1 -0.2 -1.0
H 1.15086 0.31367 0.65753 -0.3 -0.5 0.3
H 0.58944 2.74983 -0.61970 1.2 0.1 0.4
Cl -1.62940 -3.71777 2.06162 0.2 0.1 -0.2
C -0.01366 -3.73236 1.43261 2.1 2.6 0.9
C 0.47305 -4.77770 0.71616 -0.5 -1.4 0.4
C 1.79524 -4.91215 0.35791 -0.8 -1.1 -0.6
C 2.67187 -3.88408 0.51269 1.6 -1.0 -0.9
C 2.26005 -2.81220 1.18603 -2.0 2.7 1.2
Cl 3.27670 -1.38064 1.27630 0.6 -0.6 -0.1
C 0.94688 -2.64921 1.77487 -0.5 -0.9 -0.2
S 0.65010 -1.31411 2.81041 -0.7 -0.3 -0.1
H -0.13925 -5.65162 0.55942 -0.4 0.0 -0.1
H 2.03786 -5.88133 -0.02853 0.6 -0.1 -0.5
H 3.67095 -3.93126 0.09665 0.1 0.0 0.1
C -4.11512 -0.31795 3.29181 2.1 -0.2 2.3
Ge -3.42466 1.58216 3.09715 0.7 -1.3 -0.6
C -4.39117 1.99948 1.41218 1.5 -0.3 1.3
C -3.86639 2.68550 4.64293 -0.8 1.2 -2.3
C -1.46657 1.51180 2.73320 0.3 -1.3 0.4
H -5.17046 -0.48113 3.28538 -0.8 0.3 -0.2
H -3.73033 -0.81788 4.28284 -0.5 0.9 -1.9
H -3.65399 -0.83233 2.45032 0.0 -0.3 0.0
H -4.76830 2.97018 1.42461 -1.1 1.5 -0.1
H -5.07245 1.20875 1.35681 -1.7 -0.7 0.0
H -3.81771 1.87219 0.53807 1.2 0.0 -1.0
H -3.45127 3.70200 4.42239 -0.1 -0.9 0.8
H -3.50359 2.15629 5.47890 0.4 -0.1 1.2
H -4.96130 2.76383 4.60883 0.2 0.0 0.5
H -1.41357 0.72237 1.92714 0.0 0.4 0.7
H -0.82535 1.05142 3.58984 -1.2 0.6 -1.1
F 0.69119 -5.43752 -3.80959 -2.4 0.6 2.2
C 1.53322 -5.82182 -4.67219 2.0 0.3 0.4
F 1.14144 -5.49863 -5.86990 0.1 -0.6 -1.3
C 2.75516 -6.16552 -4.29688 -0.6 0.6 -2.6
F 3.25822 -6.07945 -3.11512 0.3 -0.5 1.0
F -0.59448 4.35390 0.73635 0.1 -0.6 0.7
F 3.62605 -6.39047 -5.27922 0.6 -0.3 0.3
O 1.23103 3.23137 3.10941 -1.9 -0.6 -1.4